# 1
{"formula": "C36H37F2N2O", "method": "the ωB97M-V functional and the def2-TZVPD basis", "species": ["C", "C", "C", "C", "C", "C", "C", "C", "C", "C", "C", "C", "F", "C", "C", "C", "N", "C", "C", "C", "C", "C", "C", "C", "C", "C", "O", "N", "C", "C", "C", "C", "C", "C", "C", "C", "C", "C", "C", "C", "F", "H", "H", "H", "H", "H", "H", "H", "H", "H", "H", "H", "H", "H", "H", "H", "H", "H", "H", "H", "H", "H", "H", "H", "H", "H", "H", "H", "H", "H", "H", "H", "H", "H", "H", "H", "H", "H"], "positions_angstrom": [[4.4678, 1.9001, 3.8619], [3.2050, 1.2552, 3.4298], [3.1568, -0.0222, 2.8602], [1.9642, -0.5194, 2.3507], [0.7773, 0.2279, 2.4389], [-0.4649, -0.2834, 1.7112], [-1.7632, 0.3781, 2.2013], [-2.7621, -0.4128, 2.7695], [-4.0022, 0.1337, 3.0726], [-4.2651, 1.4826, 2.8237], [-5.5857, 2.0970, 3.1056], [-3.2372, 2.2586, 2.3042], [-3.4684, 3.5999, 2.1293], [-1.9900, 1.7381, 1.9675], [-0.4237, -0.2098, 0.1996], [0.8228, -0.7238, -0.4209], [1.5645, -0.0644, -1.2840], [2.4667, -0.7717, -2.2052], [1.8767, -1.0995, -3.5790], [0.8312, -2.1815, -3.5840], [1.1152, -3.4149, -2.9907], [0.1306, -4.4054, -2.9391], [-1.1245, -4.1720, -3.5098], [-1.3887, -2.9574, -4.1560], [-0.4004, -1.9739, -4.2159], [3.5568, 0.2657, -2.4266], [4.6885, 0.0682, -2.8520], [3.0349, 1.4795, -2.0529], [3.7710, 2.7049, -2.2326], [1.7560, 1.4276, -1.3660], [1.8827, 2.1003, -0.0073], [0.6273, 2.0579, -2.1933], [-1.6468, -1.0365, -0.2962], [-2.8697, -0.4076, -0.5512], [-4.0516, -1.1521, -0.5558], [-3.9959, -2.5439, -0.4165], [-2.7576, -3.1819, -0.3295], [-1.5804, -2.4271, -0.2531], [0.7779, 1.4113, 3.1891], [2.0037, 1.9297, 3.5856], [2.0389, 3.1963, 4.1117], [5.2898, 1.1824, 3.7858], [4.7228, 2.7672, 3.2361], [4.3975, 2.2498, 4.8993], [4.0771, -0.6099, 2.8046], [1.9575, -1.5023, 1.8727], [-0.5292, -1.3521, 1.9704], [-2.5671, -1.4759, 2.9361], [-4.7879, -0.4976, 3.4933], [-6.3064, 1.3148, 3.3622], [-5.5379, 2.8039, 3.9443], [-5.9729, 2.6407, 2.2326], [-1.2236, 2.4066, 1.5733], [-0.5347, 0.8323, -0.1122], [1.1061, -1.7742, -0.2557], [2.8781, -1.6703, -1.7252], [1.4778, -0.1783, -4.0265], [2.7415, -1.4192, -4.1869], [2.1084, -3.5888, -2.5653], [0.3527, -5.3554, -2.4473], [-1.8969, -4.9400, -3.4557], [-2.3609, -2.7794, -4.6182], [-0.5778, -1.0288, -4.7363], [4.6320, 2.4959, -2.8684], [3.1230, 3.4525, -2.7050], [4.1241, 3.0967, -1.2712], [2.8023, 1.7534, 0.4853], [1.9360, 3.1886, -0.1487], [1.0378, 1.8663, 0.6434], [0.7385, 1.7901, -3.2532], [-0.3634, 1.7361, -1.8480], [0.6937, 3.1496, -2.0935], [-2.9009, 0.6803, -0.6532], [-5.0121, -0.6348, -0.6361], [-4.9226, -3.1218, -0.3576], [-2.6974, -4.2746, -0.2869], [-0.6188, -2.9252, -0.1095], [-0.1244, 1.9703, 3.4261]], "forces_ev_per_a": [[0.745, 0.089, 0.260], [-0.262, -0.127, -0.138], [0.016, 0.243, 0.051], [-0.207, 0.238, -0.194], [0.146, -0.027, 0.245], [-0.364, -0.207, 2.112], [0.283, -0.366, -0.311], [0.230, 0.010, -0.088], [0.100, 0.112, -0.095], [0.249, -0.124, 0.008], [-0.764, 0.175, 0.133], [0.402, 0.320, -0.112], [0.231, -1.012, 0.011], [-0.593, 0.110, 0.220], [-0.243, 0.555, -0.799], [0.642, 0.381, -1.409], [-0.802, -1.182, 1.415], [1.054, 0.050, 0.170], [-0.042, -0.075, -0.359], [-0.136, -0.102, -0.069], [-0.417, 0.016, 0.114], [0.089, 0.117, -0.039], [0.073, 0.206, -0.005], [0.186, -0.201, 0.029], [0.017, -0.087, 0.416], [1.356, 0.400, 0.155], [-1.670, 0.131, 0.314], [0.269, -1.035, -0.392], [-0.045, 0.493, 0.186], [-0.576, 0.446, -0.562], [0.167, -0.276, 0.282], [0.032, 0.132, -0.260], [0.391, -0.082, -0.262], [0.059, 0.093, 0.196], [0.248, -0.049, -0.099], [0.031, 0.161, 0.010], [0.166, -0.035, 0.025], [-0.392, -0.095, 0.088], [0.406, 0.099, -0.259], [-0.262, 0.385, 0.051], [-0.096, -1.091, -0.223], [-0.052, 0.172, 0.083], [-0.142, -0.177, 0.170], [0.070, -0.036, -0.245], [-0.307, 0.197, -0.033], [-0.023, 0.210, 0.179], [-0.106, 0.210, -0.073], [-0.111, 0.343, -0.044], [0.211, 0.232, -0.125], [0.062, 0.178, 0.000], [0.014, -0.114, -0.217], [0.139, -0.090, 0.258], [-0.255, -0.174, -0.034], [-0.220, -0.223, 0.076], [-0.271, 0.372, -0.489], [-0.166, 0.300, -0.059], [0.139, -0.238, 0.031], [-0.227, 0.231, 0.191], [-0.344, -0.073, -0.101], [-0.125, 0.262, -0.228], [0.217, 0.218, -0.036], [0.293, -0.092, 0.126], [-0.044, -0.288, 0.199], [-0.159, 0.000, 0.065], [0.226, -0.060, 0.020], [0.007, -0.029, -0.198], [-0.292, 0.115, 0.001], [-0.020, -0.357, 0.035], [0.213, 0.265, -0.171], [-0.119, 0.090, 0.309], [0.281, 0.150, -0.112], [-0.101, -0.295, -0.138], [-0.074, -0.317, 0.134], [0.367, -0.237, -0.051], [0.378, 0.174, -0.153], [-0.062, 0.449, 0.026], [-0.389, -0.023, -0.015], [0.275, -0.137, -0.199]], "lowdin_charge": [-0.0302, -0.2243, -0.0181, -0.0446, -0.1751, -0.1800, -0.1942, -0.0175, -0.0086, -0.2125, -0.0329, -0.1932, 0.0597, 0.0189, -0.1915, 0.0891, 0.1153, -0.1421, -0.0699, -0.2350, -0.0507, -0.0755, -0.0826, -0.0635, -0.0323, -0.3867, 0.1040, -0.0349, 0.0035, -0.4258, 0.0248, 0.0295, -0.1715, -0.0292, -0.0547, -0.0651, -0.0619, -0.0449, 0.0508, -0.1983, 0.0668, 0.0853, 0.0964, 0.0973, 0.1251, 0.1156, 0.1523, 0.1276, 0.1251, 0.0841, 0.0986, 0.0942, 0.1313, 0.1136, 0.1519, 0.1667, 0.1208, 0.1529, 0.1181, 0.1114, 0.1102, 0.1122, 0.1167, 0.1051, 0.1030, 0.0999, 0.1095, 0.1116, 0.0655, 0.0944, 0.0857, 0.0994, 0.1225, 0.1168, 0.1137, 0.1153, 0.1112, 0.1241], "e_above_lowest_kcal_mol": 0.0, "charge": 1, "total_energy_ha": -1778.302063, "spin_multiplicity": 1, "homo_energy_ev": -11.49, "max_force_ev_per_a": 2.15, "lumo_ev": -3.95}



# 2
{"formula": "C5H16N2O2", "method": "the ωB97M-V functional and the def2-TZVPD basis", "species": ["C", "N", "C", "C", "N", "O", "H", "H", "H", "H", "H", "H", "H", "H", "H", "H", "C", "C", "O", "H", "H", "H", "H", "H", "H"], "positions_angstrom": [[-0.9108, -1.9388, 1.0541], [-0.6303, -2.2956, -0.3320], [0.6161, -1.4868, -1.1016], [0.0938, -1.0749, -2.4728], [1.1389, -0.3850, -0.3916], [1.4218, -2.5808, -1.0732], [-1.2620, -0.9045, 1.1510], [-1.6653, -2.6078, 1.4732], [0.0067, -2.0523, 1.6343], [-1.4837, -2.2809, -0.8835], [0.9439, -0.7643, -3.0783], [-0.6180, -0.2512, -2.3966], [-0.3850, -1.9219, -2.9629], [0.4537, 0.3325, -0.1805], [1.6717, -0.6786, 0.4152], [0.4377, -3.1335, -0.6569], [0.8208, 3.1230, 1.1104], [-0.4347, 2.3458, 1.4756], [-1.0223, 1.6900, 0.3470], [1.5528, 2.4699, 0.6341], [1.2714, 3.5593, 2.0033], [0.5880, 3.9367, 0.4192], [-0.2000, 1.5440, 2.1779], [-1.1716, 3.0020, 1.9542], [-1.2334, 2.3537, -0.3195]], "forces_ev_per_a": [[0.147, 0.156, -0.116], [-0.072, 0.697, -0.446], [-1.230, -0.374, 0.644], [0.051, -0.101, 0.194], [-0.002, -0.018, -0.026], [-0.707, -1.111, 0.257], [0.028, -0.064, 0.019], [0.067, 0.021, -0.050], [-0.079, -0.001, 0.039], [0.050, 0.061, 0.031], [-0.010, 0.028, 0.017], [0.022, 0.043, -0.006], [-0.007, -0.030, 0.017], [0.059, -0.008, -0.008], [-0.070, -0.018, 0.001], [1.781, 0.688, -0.568], [-0.117, -0.096, -0.003], [0.039, 0.068, -0.023], [0.003, 0.117, 0.004], [0.000, 0.003, 0.007], [-0.015, 0.000, -0.012], [0.000, -0.004, 0.017], [-0.010, 0.037, -0.014], [0.053, -0.069, -0.035], [0.018, -0.029, 0.062]], "lowdin_charge": [-0.1176, -0.0697, -0.6784, -0.0210, 0.1200, -0.1153, 0.0641, 0.0787, 0.0803, 0.1040, 0.0844, 0.0740, 0.0790, 0.0435, 0.0893, 0.1600, -0.0850, -0.3079, -0.1143, 0.0691, 0.0764, 0.0747, 0.1096, 0.1103, 0.0918], "e_above_lowest_kcal_mol": 49.6, "total_energy_ha": -460.037541, "spin_multiplicity": 1, "homo_energy_ev": -8.95, "max_force_ev_per_a": 1.99, "lumo_ev": 0.61}